[1]
Entry from the OMol25 dataset: a molecular structure, C18H27Cl5O3PdSSi (the ωB97M-V functional and the def2-TZVPD basis).

```
56
Properties=species:S:1:pos:R:3:forces:R:3
Pd -1.696471 -1.487667 -0.134389 0.4 0.0 -0.3
C 2.584453 -1.652769 0.124681 0.0 0.0 0.0
C 1.180119 -1.873533 0.640677 -0.1 0.0 -0.1
C 1.069773 -1.728937 2.143484 0.0 0.0 0.0
C 0.574217 -3.179580 0.150527 0.0 0.0 0.0
O 0.313725 -0.840033 -0.021404 0.0 0.1 0.1
Si 0.312944 0.853817 -0.010840 0.0 -0.3 0.1
S -1.816926 0.722692 -0.576662 -0.2 -0.1 0.0
O 0.535247 1.327550 1.486053 0.1 0.0 -0.1
C 1.050275 2.592895 2.065591 0.0 0.0 0.0
C 2.547641 2.634801 1.825883 0.0 0.0 0.0
C 0.716249 2.508432 3.541399 0.0 0.0 0.0
C 0.328948 3.746820 1.392237 0.0 0.0 0.0
O 1.236374 1.502534 -1.108750 0.0 0.2 0.0
C 1.282407 1.812503 -2.548350 0.0 -0.1 0.0
C 0.251109 2.890145 -2.827974 0.0 0.0 0.0
C 2.692212 2.309309 -2.800820 0.0 0.0 0.0
C 0.989779 0.531505 -3.309607 0.0 0.0 0.0
H 3.248974 -2.404423 0.552756 0.0 0.0 0.0
H 2.955721 -0.672207 0.427420 0.0 0.0 0.0
H 2.623097 -1.732658 -0.961113 0.0 0.0 0.0
H 1.628338 -2.535253 2.619860 0.0 0.0 0.0
H 0.030362 -1.799372 2.473857 0.0 0.0 0.0
H 1.475877 -0.778333 2.479974 0.0 0.0 0.0
H 1.103341 -4.039912 0.561526 0.0 0.0 0.0
H 0.596533 -3.251344 -0.936971 0.0 0.0 0.0
H -0.466018 -3.304466 0.532031 0.0 0.0 0.0
H 3.036458 1.779399 2.294716 0.0 0.0 0.0
H 2.964722 3.540201 2.266841 0.0 0.0 0.0
H 2.775472 2.641841 0.759456 0.0 0.0 0.0
H 1.194281 1.640170 3.995339 0.0 0.0 0.0
H -0.361369 2.441562 3.690464 0.0 0.0 0.0
H 1.078020 3.400388 4.052388 0.0 0.0 0.0
H 0.569461 3.791092 0.327383 0.0 0.0 0.0
H 0.639718 4.691350 1.837924 0.0 0.0 0.0
H -0.750792 3.654442 1.521953 0.0 0.0 0.0
H 0.434364 3.770218 -2.211637 0.0 0.0 0.0
H -0.763504 2.525943 -2.652184 0.0 0.0 0.0
H 0.313467 3.194362 -3.872808 0.0 0.0 0.0
H 2.892705 3.206520 -2.215735 0.0 0.0 0.0
H 2.813491 2.554294 -3.855801 0.0 0.0 0.0
H 3.423613 1.544797 -2.539362 0.0 0.0 0.0
H -0.014905 0.166547 -3.079479 0.0 0.0 0.0
H 1.722838 -0.237700 -3.063363 0.0 0.0 0.0
H 1.040704 0.716334 -4.382333 0.0 0.0 0.0
Cl -3.192393 -1.811555 2.425521 -0.2 -0.1 0.1
C -3.957341 -2.584094 1.103043 0.0 0.0 0.0
C -3.301728 -2.445240 -0.117487 0.0 0.3 0.1
C -3.617912 -3.190069 -1.248034 0.0 0.0 0.0
Cl -2.483434 -3.074744 -2.526558 0.0 0.0 -0.1
C -4.789171 -3.911522 -1.255523 0.1 0.0 -0.1
Cl -5.287098 -4.727729 -2.653925 0.0 0.0 0.0
C -5.559155 -3.942504 -0.055061 -0.1 -0.1 0.1
Cl -6.996925 -4.801446 -0.041779 0.1 0.0 0.0
C -5.135645 -3.294040 1.141670 0.0 0.0 0.1
Cl -6.036240 -3.391335 2.573296 0.0 0.0 0.0
```
Forces are in eV/Å.

As for the net charge: +2. For the electronic energy, the calculation gives -110036.8360 eV. As for the highest occupied orbital energy (alpha / beta): -15.8 / -15.7 eV.


[2]
Entry from the OMol25 dataset: a gas-phase ion, C5H11NO (charge +1) in a non-equilibrium geometry (the ωB97M-V functional and the def2-TZVPD basis).

```
18
Properties=species:S:1:pos:R:3:forces:R:3
C 0.333203 2.200735 0.566983 0.3 0.4 -0.2
N 0.721092 0.828656 0.799426 -2.2 2.2 1.4
C -0.088434 -0.239454 0.333785 2.4 -3.3 -0.8
C -0.141841 -0.256619 -1.251485 1.4 1.3 0.5
C -1.350041 -1.028867 -1.759894 1.1 0.7 0.9
O -1.193627 -2.084987 -2.282065 -0.7 -0.2 -0.3
C 0.600524 -1.542088 0.894873 -2.3 -0.3 0.0
H 1.253879 2.839543 0.435611 -0.9 -0.6 -0.9
H -0.039506 2.723022 1.456225 -0.1 -0.7 0.7
H -0.530377 2.201138 -0.118626 1.1 0.6 -0.3
H 1.195436 0.732338 1.701463 0.5 -0.6 -0.5
H -1.113289 -0.349706 0.692762 -0.3 1.2 0.5
H -0.114801 0.817529 -1.510171 -0.6 -0.5 -0.5
H 0.805858 -0.642564 -1.677915 -0.6 -0.2 0.4
H -2.288825 -0.512478 -1.482258 -0.5 -0.5 -0.4
H -0.103280 -2.350780 0.616332 1.0 0.0 -0.7
H 1.641806 -1.697957 0.617511 -0.3 0.0 -0.1
H 0.412224 -1.637459 1.967444 0.7 0.6 0.3
```
Forces are in eV/Å.

As for the net charge: +1. As for the spin multiplicity: 2. For the electronic energy, the calculation gives -8890.9801 eV. As for the highest occupied orbital energy (alpha / beta): -14.0 / -14.0 eV. The energy above the lowest of the compared OMol25 structures with the same formula, charge and spin is 227.36 kJ/mol. The expectation value of S² is 0.755.


[3]
Entry from the OMol25 dataset: C4H8N2O3S in the gas phase in a non-equilibrium geometry (the ωB97M-V functional and the def2-TZVPD basis).

```
18
Properties=species:S:1:pos:R:3:forces:R:3
C 0.146856 2.106623 0.095227 0.1 1.3 -0.7
C -0.555202 0.827689 -0.133724 -2.7 -2.2 0.6
C 1.508672 -0.496567 -0.230220 2.6 1.0 -1.3
C -0.694026 -1.565670 -0.205452 1.5 0.7 -1.4
N -0.465078 3.211674 -0.353567 -1.2 0.3 -0.5
N 0.090114 -0.328364 -0.300941 -0.6 -0.2 0.4
O 1.233646 2.161448 0.599063 1.4 -0.4 0.8
O -4.055321 -0.925248 -0.396334 0.5 0.3 0.2
O -1.834085 0.822393 0.009781 3.0 1.0 -0.5
S -3.675274 0.447862 0.061724 -1.4 -0.5 -0.2
H 1.967411 -0.077773 0.638895 -0.2 -0.7 1.6
H 1.951564 -1.492122 -0.524187 -1.2 1.0 0.4
H 2.018389 0.272222 -0.828346 -0.4 -0.4 -1.0
H -1.385888 -1.514477 0.561418 -1.1 -0.3 1.9
H -1.231923 -1.738302 -1.086712 -1.2 0.2 -1.5
H 0.010247 -2.362136 -0.244321 0.4 -0.7 0.9
H -1.408757 3.263703 -0.686479 -0.3 -0.6 0.0
H -0.061741 4.109394 -0.204273 0.6 0.2 0.3
```
Forces are in eV/Å.

For the electronic energy, the calculation gives -24232.8604 eV. As for the highest occupied orbital energy (alpha / beta): -6.8 / -6.8 eV. The energy above the lowest of the compared OMol25 structures with the same formula, charge and spin is 227.72 kJ/mol.


[4]
Entry from the OMol25 dataset: a molecular structure, C16H18BiI2O5Si2 (the ωB97M-V functional and the def2-TZVPD basis).

```
44
Properties=species:S:1:pos:R:3:forces:R:3
Bi -1.481754 -0.252740 0.315199 0.2 0.0 0.2
O -0.321307 -1.881333 6.510861 0.0 0.0 0.0
C -0.523693 -1.577639 5.360769 -0.1 0.0 0.0
C -0.802134 -0.177829 4.837791 0.0 0.0 -0.1
O -0.850860 0.841219 5.498630 0.0 0.0 0.0
C -0.983581 -0.337585 3.395177 0.0 0.0 0.0
C -0.835922 -1.680550 3.014557 0.0 0.0 0.0
O -0.945885 -2.030780 1.787259 -0.1 0.0 0.0
C -0.543993 -2.525279 4.172469 0.0 0.1 0.0
O -0.348769 -3.724619 4.204561 0.0 0.0 0.0
O -1.231582 0.568094 2.523828 -0.1 0.0 0.0
I -5.462837 -0.675354 0.283238 0.0 0.1 -0.2
C -5.475704 -0.092309 -1.768496 0.0 -0.1 0.3
I -3.596863 0.352999 -2.652545 0.0 0.0 -0.1
H -6.076543 0.803222 -1.841367 0.0 0.0 0.0
H -5.900573 -0.915160 -2.325939 0.0 0.0 0.0
C 0.044027 -2.725648 -2.200389 0.0 -0.1 -0.1
Si 0.569478 -1.423416 -0.948171 -0.1 0.0 0.0
C 1.777272 -2.192766 0.254780 0.0 0.0 0.1
C 1.452700 -0.040121 -1.897963 0.0 0.1 0.0
C 2.285492 -0.347559 -2.979169 0.0 0.0 0.0
C 2.964169 0.640885 -3.675292 0.0 0.0 0.0
C 2.818353 1.968813 -3.299054 0.0 0.0 0.0
C 1.995569 2.292591 -2.231147 0.0 0.0 0.0
C 1.304555 1.308807 -1.515786 0.0 -0.1 -0.1
Si 0.216803 1.787906 -0.038303 -0.1 0.0 0.0
C 1.312021 2.046070 1.455609 0.0 -0.1 0.1
C -0.630469 3.413801 -0.460716 -0.1 0.1 0.0
H 0.904067 -3.174058 -2.706038 0.0 0.0 0.0
H -0.610129 -2.294777 -2.961741 0.0 0.0 0.0
H -0.503865 -3.525706 -1.698731 0.0 0.0 0.0
H 2.619325 -2.644065 -0.277589 0.0 0.0 0.0
H 1.277292 -2.950900 0.857826 0.0 0.0 0.0
H 2.173144 -1.436578 0.936409 0.0 0.0 0.0
H 2.404515 -1.381469 -3.286812 0.0 0.0 0.0
H 3.602987 0.377864 -4.510237 0.0 0.0 0.0
H 3.342633 2.748933 -3.838452 0.0 0.0 0.0
H 1.886551 3.335231 -1.950440 0.0 0.0 0.0
H 2.014341 2.866615 1.283582 0.0 0.0 0.0
H 1.890108 1.143749 1.667235 0.0 0.0 0.0
H 0.705076 2.262568 2.334909 0.0 0.0 0.0
H 0.091457 4.221741 -0.610629 0.0 0.0 0.0
H -1.298419 3.708173 0.351160 0.0 0.0 0.0
H -1.227053 3.318961 -1.370843 0.0 0.0 0.0
```
Forces are in eV/Å.

As for the net charge: -1. For the electronic energy, the calculation gives -64920.5021 eV. As for the highest occupied orbital energy: -4.2 eV.


[5]
Entry from the OMol25 dataset: 2 unconnected molecules or ions with the total composition C13H18ClN2O2S in a non-equilibrium geometry (the ωB97M-V functional and the def2-TZVPD basis).

```
37
Properties=species:S:1:pos:R:3:forces:R:3
O 1.143545 3.200832 0.816198 -0.8 -1.1 -1.5
S -0.107985 3.262785 1.517735 2.7 1.2 1.9
O -0.067511 4.282254 2.515833 -1.4 0.0 0.2
Cl -1.684409 3.723755 0.289874 0.2 -0.3 0.1
C -0.387700 1.684874 2.387574 -1.1 -0.7 0.6
C -1.782639 1.059149 2.208544 -0.3 0.6 -0.6
C -2.091205 0.467879 0.793427 0.0 -0.5 0.8
C -0.863214 -0.088232 0.024227 -0.6 -0.1 -1.0
C -0.518296 0.665475 -1.256726 0.1 -0.3 0.7
C -1.389467 1.398365 -2.025447 -0.8 0.6 -0.5
C -0.968391 2.055805 -3.179254 0.4 -0.4 0.4
C 0.372241 1.936149 -3.565907 -1.1 0.5 -0.4
C 1.204274 1.171184 -2.801383 0.6 0.5 -1.0
N 0.752014 0.577146 -1.694065 0.3 -0.3 0.3
H 0.439527 0.987010 2.208015 -0.1 0.5 -0.4
H -0.294988 1.961685 3.447922 0.0 0.3 -0.4
H -2.515038 1.864905 2.384104 0.2 -0.3 0.0
H -1.996558 0.320763 2.992554 0.5 0.1 -0.2
H -2.674339 1.201854 0.230599 0.4 -0.2 -0.1
H -2.783624 -0.371721 0.948550 0.2 0.3 0.0
H 0.049498 -0.206939 0.620863 -0.3 0.1 0.0
H -1.131260 -1.104343 -0.316442 0.2 0.2 0.1
H -2.429816 1.515448 -1.734003 0.3 -0.2 0.1
H -1.679520 2.654779 -3.746313 0.2 -0.2 0.1
H 0.703426 2.437279 -4.471647 0.2 -0.2 0.3
H 2.236156 1.067154 -3.132670 -0.1 -0.3 0.6
H 1.400424 0.025530 -1.138045 0.0 0.2 0.0
N 1.712537 -3.161577 -0.395103 -0.1 0.1 0.1
C 2.290068 -2.782096 0.792847 -0.1 0.2 -0.1
C 2.066216 -3.776944 1.704477 0.0 0.1 0.0
C 1.331037 -4.799015 1.044931 0.0 0.0 0.0
C 1.130298 -4.393581 -0.246376 -0.1 0.0 0.0
H 1.717104 -2.623709 -1.240895 0.1 -0.2 -0.1
H 2.807500 -1.840022 0.882807 0.1 -0.1 0.0
H 2.394066 -3.775514 2.730780 0.0 0.0 0.0
H 0.990128 -5.727313 1.471967 0.0 0.0 0.0
H 0.625900 -4.871052 -1.069551 0.0 0.0 0.0
```
Forces are in eV/Å.

As for the net charge: +1. For the electronic energy, the calculation gives -44198.3471 eV. As for the highest occupied orbital energy: -11.1 eV.


[6]
Entry from the OMol25 dataset: a molecular structure, C3H8O5 in a non-equilibrium geometry (the ωB97M-V functional and the def2-TZVPD basis).

```
16
Properties=species:S:1:pos:R:3:forces:R:3
C -0.400294 -0.886506 -2.556459 4.0 0.9 -1.6
O 0.849223 -0.984367 0.805591 -2.2 -0.7 -1.3
O 0.352109 0.137471 -2.417395 -2.3 -1.9 0.1
O 0.756668 -1.176901 2.217695 -0.3 0.0 0.2
H 1.679989 -1.327800 2.452524 0.0 0.0 -0.2
H -0.885352 -1.031379 -3.534381 -1.2 0.7 0.4
H -1.451952 -0.672650 -1.393323 0.8 0.9 3.3
H 0.059305 -1.842599 -2.250477 -0.5 0.1 1.0
C 0.394904 1.251254 0.522185 -1.2 2.4 1.2
C -0.041555 1.591562 1.751843 0.8 -0.3 -1.1
O -0.555565 0.941162 -0.460535 -0.5 -1.0 0.2
O -1.301626 -0.210971 -0.115434 -0.8 -0.3 -3.9
H -0.309169 -0.867542 0.434510 3.2 -0.5 1.3
H 1.255209 1.662887 0.020881 0.3 -0.2 0.1
H 0.522089 2.281078 2.356374 0.4 -0.3 0.2
H -0.923983 1.135302 2.166402 -0.3 0.2 0.0
```
Forces are in eV/Å.

For the electronic energy, the calculation gives -13466.1219 eV. As for the highest occupied orbital energy (alpha / beta): -8.4 / -8.4 eV. The energy above the lowest of the compared OMol25 structures with the same formula, charge and spin is 976.46 kJ/mol.


[7]
Entry from the OMol25 dataset: a molecular structure, C17H14BrNO3STi in a non-equilibrium geometry (the ωB97M-V functional and the def2-TZVPD basis).

```
38
Properties=species:S:1:pos:R:3:forces:R:3
C -1.062990 -1.363100 -3.408648 -0.3 -0.4 -0.2
C -1.429460 -2.482608 -2.628822 -1.9 -0.5 -0.2
C -2.322179 -1.995861 -1.566219 -1.8 -0.7 -1.0
H -1.242250 -3.544973 -2.849441 0.2 0.8 0.3
C -2.412621 -0.551684 -1.742137 -1.2 -1.2 -0.8
C -1.677617 -0.206569 -2.897437 -0.3 -0.1 0.3
H -1.668801 0.760630 -3.399175 0.4 -0.2 0.6
H -0.524481 -1.370293 -4.350780 0.3 -0.1 0.5
H -2.838335 -2.617799 -0.803968 0.3 0.6 -0.8
H -3.069855 0.114517 -1.184911 0.5 -0.2 0.1
Ti -0.481045 -1.376293 -0.999168 3.3 4.1 0.7
Br 0.981589 -3.164829 -0.446118 0.4 -0.9 0.5
C 2.520799 1.082614 -1.503837 -0.1 -0.5 -1.2
C 1.664502 1.802614 -2.386520 0.3 -0.8 -0.1
C 1.522734 1.045814 -3.587750 0.5 -0.2 0.6
H 1.155730 2.736549 -2.149262 0.1 -0.2 0.0
C 2.302203 -0.143737 -3.462500 -0.3 0.6 0.6
C 2.928947 -0.121100 -2.173789 -0.9 0.9 -0.2
H 3.568809 -0.892635 -1.765295 0.0 0.0 0.0
H 2.745787 1.373762 -0.486290 0.0 -0.1 -0.2
H 0.903572 1.297751 -4.445409 0.0 0.1 0.0
H 2.342599 -0.939952 -4.201781 0.1 0.0 0.1
O 1.066499 3.681769 2.865885 -0.2 1.9 0.2
S 1.397509 2.310591 2.735903 -1.3 -4.6 -1.9
O 2.743025 1.904356 3.111137 -0.4 0.5 -0.3
N 0.958396 1.690879 1.193781 1.3 1.9 0.0
C -0.039361 0.826490 1.156125 0.8 0.4 2.7
O -0.488696 0.220307 0.075668 0.7 -0.7 0.7
C -0.466477 0.508414 2.534100 -0.2 -0.4 -2.2
C -1.365088 -0.497128 2.830700 -0.7 -0.6 0.1
C -1.672052 -0.797163 4.142662 0.1 0.1 -0.1
C -1.034247 -0.058091 5.177376 0.1 0.2 -0.1
C -0.080828 0.952697 4.858822 -0.6 -0.4 0.7
C 0.220226 1.221943 3.531830 -0.1 0.2 0.8
H -1.794546 -1.029232 1.974827 0.0 0.0 0.4
H -2.401629 -1.589255 4.358306 0.4 0.3 0.1
H -1.330153 -0.306744 6.202771 0.4 0.4 -0.2
H 0.379787 1.517353 5.689362 -0.1 -0.3 -0.6
```
Forces are in eV/Å.

As for the net charge: -2. As for the spin multiplicity: 3. For the electronic energy, the calculation gives -129480.5902 eV. As for the highest occupied orbital energy (alpha / beta): 1.3 / -0.2 eV. The energy above the lowest of the compared OMol25 structures with the same formula, charge and spin is 0.00 kJ/mol. The expectation value of S² is 2.019.


The highest electronic energy belongs to which entry? C5H11NO